{
  "formula": "C25H60BCl2F2N4O4",
  "method": "ωB97M-V with the def2-TZVPD basis set",
  "total_charge": -1,
  "orbital_gap_ev": 6.942,
  "multiplicity": 1,
  "species": ["C", "C", "C", "F", "B", "C", "Cl", "C", "C", "Cl", "C", "F", "C", "C", "H", "H", "H", "H", "H", "H", "H", "H", "H", "H", "H", "H", "H", "H", "H", "H", "C", "C", "C", "O", "C", "N", "H", "H", "H", "H", "H", "H", "H", "H", "H", "H", "H", "C", "C", "C", "O", "C", "N", "H", "H", "H", "H", "H", "H", "H", "H", "H", "H", "H", "C", "C", "C", "O", "C", "N", "H", "H", "H", "H", "H", "H", "H", "H", "H", "H", "H", "C", "C", "C", "O", "C", "N", "H", "H", "H", "H", "H", "H", "H", "H", "H", "H", "H"],
  "coordinates": [[3.380501, -0.359715, 4.231148], [3.774978, 0.586097, 3.094860], [3.356128, 0.104880, 1.697886], [3.302628, -1.330003, 1.707942], [4.222034, 0.716420, 0.422299], [5.113187, -0.408462, -0.362621], [4.833317, -0.687649, -2.078333], [6.082299, -1.112262, 0.204814], [6.500528, -0.943790, 1.636360], [7.026443, -2.322660, -0.664859], [3.145550, 1.496523, -0.523027], [3.805710, 2.252187, -1.558076], [2.039934, 0.668872, -1.197538], [0.639913, 0.846893, -0.600344], [4.028064, -1.237855, 4.269220], [3.444670, 0.146039, 5.200397], [2.352417, -0.712087, 4.105817], [4.844505, 0.803180, 3.125525], [3.272153, 1.547945, 3.254447], [2.302458, 0.398136, 1.587074], [4.989188, 1.562622, 0.863615], [6.513722, 0.119575, 1.886287], [5.808170, -1.453267, 2.312250], [7.499406, -1.353694, 1.794725], [2.660947, 2.274693, 0.088349], [2.017607, 0.954951, -2.254195], [2.300708, -0.393728, -1.172950], [-0.111964, 0.413487, -1.269713], [0.548870, 0.321411, 0.355005], [0.392180, 1.900703, -0.443487], [-2.259419, -4.081845, -4.472240], [-2.862951, -2.689095, -4.330936], [-1.828287, -1.573933, -4.116625], [-1.316167, -1.501088, -2.807681], [-0.251571, -2.382794, -2.506203], [-3.871125, -2.718876, -3.268823], [-1.939425, -4.468906, -3.504346], [-3.003128, -4.771523, -4.871772], [-1.395587, -4.075987, -5.139610], [-3.374187, -2.448959, -5.270425], [-2.326357, -0.613755, -4.281111], [-1.012935, -1.656056, -4.849187], [0.414328, -2.506434, -3.366693], [-0.616093, -3.361109, -2.183604], [0.314076, -1.938181, -1.688716], [-4.341235, -1.819362, -3.224927], [-3.369003, -2.794570, -2.383445], [-4.773177, -2.899528, 0.229134], [-3.618146, -3.780801, 0.685743], [-3.569790, -4.020032, 2.197880], [-3.125520, -2.915005, 2.960535], [-4.106965, -1.951947, 3.275852], [-2.376606, -3.238083, 0.135690], [-4.589239, -1.847901, 0.454491], [-4.890424, -2.986927, -0.850110], [-5.718972, -3.190042, 0.691771], [-3.754915, -4.768790, 0.230841], [-2.849951, -4.817025, 2.399681], [-4.552315, -4.354079, 2.561206], [-5.079508, -2.423395, 3.459042], [-4.224795, -1.204710, 2.486829], [-3.783935, -1.445748, 4.184950], [-1.603451, -3.872213, 0.308287], [-2.137269, -2.379043, 0.622394], [8.573006, 6.133681, 1.110150], [7.945132, 5.399430, 2.289057], [7.424287, 3.997569, 1.948182], [6.226100, 3.979730, 1.215681], [6.352559, 4.105974, -0.191291], [6.911641, 6.250322, 2.887110], [7.808024, 6.507337, 0.428704], [9.144954, 6.991578, 1.464874], [9.239029, 5.478752, 0.545549], [8.724412, 5.257973, 3.047124], [7.200274, 3.482840, 2.887814], [8.198874, 3.414738, 1.429515], [7.282896, 3.649357, -0.545271], [6.332583, 5.160529, -0.485448], [5.512716, 3.583164, -0.646057], [6.578032, 5.818428, 3.743185], [6.109290, 6.238901, 2.262270], [-8.834865, 1.865821, -0.711350], [-9.219293, 0.392882, -0.789638], [-8.110104, -0.568413, -0.347815], [-7.058110, -0.724884, -1.276117], [-6.048744, 0.264476, -1.230624], [-9.722043, 0.099760, -2.132664], [-8.181701, 2.147830, -1.537875], [-9.727622, 2.486919, -0.776606], [-8.320233, 2.094483, 0.223608], [-10.049388, 0.228179, -0.093421], [-8.547059, -1.564419, -0.236206], [-7.707712, -0.269435, 0.630459], [-5.889161, 0.622070, -0.207915], [-6.278014, 1.120826, -1.869757], [-5.125091, -0.193242, -1.584360], [-10.104361, -0.839810, -2.159390], [-8.932514, 0.084953, -2.772227]],
  "forces_ev_per_a": [[-0.06, 0.09, 0.04], [-0.10, -0.04, -0.03], [-0.03, 0.13, 0.05], [0.10, 0.03, -0.01], [-0.12, 0.13, -0.07], [-0.17, 0.16, -0.03], [-0.06, -0.02, -0.07], [0.27, -0.09, 0.16], [0.05, -0.07, 0.00], [0.03, -0.04, 0.04], [-0.01, -0.02, 0.04], [-0.04, 0.00, 0.05], [-0.04, 0.01, 0.01], [-0.03, -0.23, -0.12], [-0.07, 0.01, -0.07], [0.04, -0.03, -0.05], [0.07, 0.00, 0.01], [0.01, -0.08, 0.04], [0.11, -0.01, -0.09], [0.02, -0.17, 0.04], [0.06, -0.08, 0.00], [-0.08, -0.04, 0.01], [0.02, 0.05, -0.03], [-0.06, 0.03, -0.02], [0.02, -0.05, -0.05], [0.02, 0.00, 0.07], [-0.04, 0.07, -0.03], [0.00, 0.08, 0.06], [0.01, 0.15, 0.01], [0.04, -0.03, -0.01], [0.02, -0.01, -0.01], [-0.01, -0.01, 0.02], [-0.05, 0.01, 0.00], [0.03, 0.05, 0.00], [0.03, 0.02, 0.05], [0.11, 0.04, 0.06], [0.01, 0.02, 0.00], [-0.01, 0.00, 0.02], [0.00, 0.00, 0.00], [0.01, 0.00, 0.00], [0.00, 0.00, -0.01], [0.01, -0.03, 0.01], [0.01, 0.01, 0.01], [0.01, 0.00, -0.04], [0.02, 0.00, -0.01], [-0.05, -0.03, -0.03], [-0.02, -0.02, 0.00], [-0.10, -0.02, -0.09], [0.04, 0.04, -0.07], [0.04, 0.00, 0.01], [-0.02, 0.02, -0.02], [0.01, -0.02, 0.03], [0.01, -0.08, 0.03], [0.02, -0.01, 0.03], [-0.06, 0.04, 0.01], [0.02, 0.00, 0.04], [-0.06, -0.01, 0.05], [0.02, 0.02, 0.01], [-0.01, -0.01, -0.03], [0.00, 0.01, 0.01], [-0.02, -0.01, -0.01], [0.00, 0.00, -0.01], [0.00, 0.00, -0.01], [-0.02, 0.03, -0.05], [0.00, 0.01, -0.01], [0.01, 0.03, 0.03], [-0.02, -0.09, 0.01], [0.04, 0.16, 0.01], [-0.09, -0.03, 0.09], [-0.01, -0.03, 0.01], [0.00, -0.03, 0.00], [-0.02, 0.01, 0.00], [0.00, 0.00, 0.00], [0.01, -0.02, -0.01], [-0.01, -0.01, -0.01], [0.02, 0.03, 0.00], [0.00, 0.01, 0.00], [0.05, -0.03, -0.11], [0.00, -0.02, 0.03], [0.01, 0.01, 0.01], [0.01, 0.01, 0.00], [0.00, 0.01, 0.00], [-0.04, 0.02, -0.02], [0.01, -0.06, 0.03], [0.00, 0.07, -0.04], [0.07, -0.06, 0.00], [0.02, -0.05, 0.01], [0.01, -0.01, 0.01], [0.00, 0.00, -0.02], [0.00, 0.00, 0.00], [0.02, 0.00, 0.02], [0.02, -0.01, -0.01], [-0.02, 0.03, 0.00], [0.01, 0.00, 0.00], [-0.02, 0.01, 0.02], [0.00, 0.00, 0.01], [-0.02, 0.01, 0.01], [-0.01, 0.02, 0.00]]
}



{
  "formula": "C23H27N3O5S",
  "method": "ωB97M-V with the def2-TZVPD basis set",
  "smiles": "COc1ccc(N(CC(=O)Nc2ccc(C(C)C)cc2)S(=O)(=O)c2c(C)noc2C)cc1",
  "total_charge": 0,
  "orbital_gap_ev": 8.845,
  "multiplicity": 1,
  "relative_energy_kj_mol": 387.1,
  "species": ["C", "O", "C", "C", "C", "C", "N", "C", "C", "O", "N", "C", "C", "C", "C", "C", "C", "C", "C", "C", "S", "O", "O", "C", "C", "C", "N", "O", "C", "C", "C", "C", "H", "H", "H", "H", "H", "H", "H", "H", "H", "H", "H", "H", "H", "H", "H", "H", "H", "H", "H", "H", "H", "H", "H", "H", "H", "H", "H"],
  "coordinates": [[-3.811998, 0.840173, 4.113384], [-4.277054, 0.186362, 2.956318], [-3.368714, -0.375608, 2.116923], [-1.991428, -0.367688, 2.309363], [-1.157757, -0.966358, 1.380442], [-1.683207, -1.595119, 0.263843], [-0.834687, -2.223675, -0.683278], [-0.729436, -1.614244, -1.994734], [-0.519896, -0.090548, -1.900196], [-1.291813, 0.686182, -2.418573], [0.575205, 0.221812, -1.176623], [1.018571, 1.480122, -0.752719], [0.373386, 2.668223, -1.077424], [0.871508, 3.868969, -0.608850], [2.011344, 3.924036, 0.184439], [2.553203, 5.237910, 0.691391], [1.533770, 5.934903, 1.595094], [2.955378, 6.145989, -0.472630], [2.645518, 2.728828, 0.501801], [2.160143, 1.520240, 0.043170], [0.511997, -3.031267, -0.144006], [0.268615, -3.519425, 1.174068], [1.707909, -2.248613, -0.370461], [0.531343, -4.389280, -1.264959], [-0.479294, -5.392447, -1.341754], [-1.710573, -5.455313, -0.527371], [-0.160106, -6.265265, -2.255260], [1.029465, -5.887386, -2.793297], [1.455959, -4.763759, -2.205174], [2.738370, -4.158361, -2.623979], [-3.060881, -1.608050, 0.069173], [-3.892391, -0.999982, 0.982259], [-4.702748, 1.206479, 4.621202], [-3.275425, 0.152701, 4.774772], [-3.164375, 1.686311, 3.863399], [-1.550496, 0.109057, 3.169788], [-0.089637, -0.954589, 1.532126], [-1.643063, -1.796622, -2.568757], [0.116084, -2.080120, -2.506527], [1.143918, -0.555742, -0.842459], [-0.511036, 2.644079, -1.691532], [0.355406, 4.779798, -0.872641], [3.449682, 5.029869, 1.286415], [0.635314, 6.189714, 1.038866], [1.253001, 5.284638, 2.420802], [1.956326, 6.850562, 2.003195], [3.678021, 5.643731, -1.111953], [3.403213, 7.063617, -0.097225], [2.089427, 6.408174, -1.074967], [3.533561, 2.742899, 1.117981], [2.660689, 0.596407, 0.297646], [-1.462110, -5.261313, 0.514063], [-2.177372, -6.429614, -0.635714], [-2.406740, -4.683348, -0.851735], [2.952983, -3.305054, -1.986834], [2.681996, -3.840429, -3.664414], [3.538167, -4.892143, -2.543282], [-3.475837, -2.085255, -0.804818], [-4.961399, -0.995172, 0.842223]],
  "forces_ev_per_a": [[0.07, 0.11, 0.19], [-0.05, -0.17, -0.30], [0.06, -0.10, -0.14], [-0.16, 0.15, 0.22], [-0.18, 0.01, -0.20], [-0.25, 0.15, 0.65], [0.71, -0.59, 0.34], [-0.07, 0.28, -0.44], [-0.03, -0.42, -0.10], [-0.12, 0.08, -0.11], [0.41, -0.12, 0.16], [0.03, 0.32, 0.06], [-0.18, -0.04, -0.12], [0.17, -0.06, 0.12], [0.15, -0.02, 0.11], [-0.13, 0.16, -0.07], [0.26, -0.11, 0.01], [0.12, -0.13, 0.22], [-0.07, 0.06, -0.04], [-0.12, -0.07, -0.09], [-0.04, -0.72, -0.64], [-0.21, 0.03, 0.02], [-0.08, -0.12, -0.07], [0.41, 0.20, -0.11], [0.37, 0.05, -0.25], [-0.16, -0.20, -0.02], [-1.23, -0.47, 0.54], [0.93, 0.72, -0.09], [-0.26, 0.42, 0.50], [0.00, -0.16, -0.12], [0.17, 0.01, 0.06], [-0.03, 0.13, 0.15], [0.10, -0.01, 0.00], [-0.01, 0.03, -0.03], [-0.01, -0.04, 0.01], [0.01, 0.05, 0.09], [0.08, 0.09, 0.08], [0.18, 0.07, 0.06], [-0.12, 0.08, -0.19], [-0.22, 0.18, -0.16], [-0.03, -0.01, -0.03], [-0.07, 0.12, -0.04], [-0.07, -0.04, -0.05], [-0.13, 0.04, -0.06], [-0.07, -0.02, 0.09], [-0.01, 0.13, 0.06], [0.06, 0.01, -0.10], [0.04, 0.13, -0.01], [-0.10, 0.05, -0.09], [0.09, 0.01, 0.06], [0.08, -0.10, 0.04], [-0.09, -0.06, 0.05], [-0.07, -0.03, 0.04], [-0.08, 0.04, 0.01], [0.05, -0.03, -0.07], [0.01, 0.04, -0.05], [0.07, -0.01, 0.01], [-0.06, -0.09, -0.11], [-0.13, 0.00, -0.03]]
}